--- A ---
{
  "formula": "C3H9N2O",
  "method": "the ωB97M-V functional and the def2-TZVPD basis",
  "homo_energy_ev": -13.649,
  "total_charge": 1,
  "e_lumo_ha": -0.137,
  "homo_lumo_gap_ev": 9.9,
  "species": ["C", "C", "C", "N", "N", "O", "H", "H", "H", "H", "H", "H", "H", "H", "H"],
  "coordinates": [[1.32, -0.85, 0.82], [0.04, -0.17, -1.15], [-0.96, 1.49, -0.76], [1.18, -1.14, 2.11], [0.23, -0.73, 0.12], [-2.17, 1.10, -0.22], [2.13, -0.61, 0.29], [-0.62, -0.86, -1.65], [1.03, 0.13, -1.41], [-1.07, 1.97, -1.83], [-0.43, 1.96, -0.04], [2.00, -1.29, 2.63], [0.36, -1.53, 2.54], [-0.72, -0.89, 0.52], [-2.76, 1.81, -0.46]],
  "nbo_charge": [0.380, -0.249, 0.000, -0.719, -0.481, -0.726, 0.223, 0.235, 0.205, 0.198, 0.160, 0.421, 0.428, 0.426, 0.497]
}

***

--- B ---
{
  "formula": "C3H9N2O",
  "method": "the ωB97M-V functional and the def2-TZVPD basis",
  "homo_energy_ev": -14.796,
  "total_charge": 1,
  "e_lumo_ha": -0.159,
  "homo_lumo_gap_ev": 10.5,
  "species": ["C", "C", "C", "N", "N", "O", "H", "H", "H", "H", "H", "H", "H", "H", "H"],
  "coordinates": [[-0.70, -0.77, -0.33], [-1.17, -2.07, -0.93], [2.59, 1.64, 0.35], [-1.55, -0.20, 0.41], [1.35, 1.77, 0.43], [-1.37, 0.81, 1.27], [0.32, -0.28, -0.27], [-0.38, -2.83, -0.94], [-1.52, -1.77, -2.00], [-1.81, -2.70, -0.33], [2.97, 0.59, 0.56], [3.11, 2.48, 0.02], [-0.48, 1.37, 1.07], [-2.38, -0.69, 0.51], [1.00, 2.66, 0.17]],
  "nbo_charge": [0.203, -0.722, 0.031, -0.088, -0.711, -0.495, 0.267, 0.279, 0.281, 0.266, 0.192, 0.188, 0.536, 0.415, 0.357]
}

***

--- C ---
{
  "formula": "C3H9N2O",
  "method": "the ωB97M-V functional and the def2-TZVPD basis",
  "homo_energy_ev": -14.335,
  "total_charge": 1,
  "e_lumo_ha": -0.119,
  "homo_lumo_gap_ev": 11.1,
  "species": ["C", "C", "C", "N", "N", "O", "H", "H", "H", "H", "H", "H", "H", "H", "H"],
  "coordinates": [[-0.48, -2.24, 0.20], [0.45, -1.33, 0.33], [-0.12, 0.15, 1.05], [-0.40, 0.10, 2.31], [0.52, 1.75, -2.05], [-0.24, 1.17, 0.37], [-0.36, -3.19, -0.41], [-1.60, -1.96, 0.39], [1.53, -1.46, 0.33], [-0.83, 0.91, 2.71], [-0.61, -0.68, 2.84], [-0.01, 2.35, -2.65], [0.53, 0.78, -2.35], [1.43, 2.19, -2.03], [0.17, 1.46, -1.03]],
  "nbo_charge": [-0.362, -0.312, 0.709, -0.750, -0.913, -0.687, 0.237, 0.216, 0.239, 0.410, 0.419, 0.440, 0.436, 0.436, 0.481]
}

***

--- D ---
{
  "formula": "C3H9N2O",
  "method": "the ωB97M-V functional and the def2-TZVPD basis",
  "homo_energy_ev": -13.882,
  "total_charge": 1,
  "e_lumo_ha": -0.201,
  "homo_lumo_gap_ev": 8.4,
  "species": ["N", "C", "C", "C", "N", "O", "H", "H", "H", "H", "H", "H", "H", "H", "H"],
  "coordinates": [[-0.88, 1.73, -0.53], [0.11, 0.88, 0.00], [-0.68, -0.58, 1.36], [0.59, -0.18, -0.72], [1.76, -0.87, -0.34], [-0.29, -0.84, -1.58], [-1.21, 1.49, -1.47], [-0.46, 2.68, -0.68], [-1.18, -1.00, -1.22], [0.65, 1.25, 0.84], [-0.26, -1.57, 1.35], [-1.68, -0.59, 0.98], [-0.40, 0.16, 2.17], [1.84, -1.78, -0.75], [2.09, -0.78, 0.58]],
  "nbo_charge": [-0.798, -0.075, -0.423, 0.638, -0.744, -0.681, 0.395, 0.409, 0.525, 0.249, 0.214, 0.209, 0.240, 0.425, 0.418]
}

***

Least stable = B

***

--- A ---
{
  "formula": "C3H9N2O",
  "method": "the ωB97M-V functional and the def2-TZVPD basis",
  "homo_energy_ev": -12.674,
  "smiles": "C[NH2+][C@@H]1O[C@H]1N",
  "total_charge": 1,
  "e_lumo_ha": -0.117,
  "homo_lumo_gap_ev": 9.5,
  "species": ["C", "N", "C", "O", "C", "N", "H", "H", "H", "H", "H", "H", "H", "H", "H"],
  "coordinates": [[1.92, 0.44, 0.46], [1.03, -0.45, -0.35], [-0.48, 0.01, -0.17], [-0.76, 0.34, 1.14], [-1.69, -0.74, 1.02], [-2.96, -0.46, 0.76], [1.89, 1.46, 0.02], [1.52, 0.50, 1.47], [3.01, 0.29, 0.56], [1.00, -1.35, 0.12], [1.50, -0.52, -1.31], [-0.81, 0.45, -1.01], [-1.25, -1.64, 1.37], [-3.53, -1.30, 0.55], [-3.33, 0.40, 1.11]],
  "nbo_charge": [-0.463, -0.557, 0.074, -0.485, 0.360, -0.806, 0.233, 0.244, 0.255, 0.430, 0.461, 0.190, 0.201, 0.430, 0.431]
}

***

--- B ---
{
  "formula": "C3H9N2O",
  "method": "the ωB97M-V functional and the def2-TZVPD basis",
  "homo_energy_ev": -15.248,
  "total_charge": 1,
  "e_lumo_ha": -0.176,
  "homo_lumo_gap_ev": 10.5,
  "species": ["C", "C", "C", "N", "N", "O", "H", "H", "H", "H", "H", "H", "H", "H", "H"],
  "coordinates": [[-1.99, 0.81, -0.08], [-0.71, 0.44, 0.23], [-0.32, -0.85, 0.61], [1.84, 0.63, -0.87], [0.93, -1.19, 0.56], [-1.25, -1.62, 1.08], [-2.15, 1.90, -0.15], [-2.88, 0.25, -0.14], [0.04, 1.17, 0.21], [1.00, 0.76, -1.47], [2.35, 1.51, -0.88], [1.14, -2.11, 0.87], [2.47, -0.04, -1.41], [1.56, -0.54, 0.07], [-2.01, -1.13, 1.36]],
  "nbo_charge": [-0.223, -0.359, 0.654, -1.092, -0.674, -0.588, 0.234, 0.216, 0.249, 0.389, 0.411, 0.423, 0.397, 0.442, 0.520]
}

***

Least stable = A

***

--- A ---
{
  "formula": "C3H9N2O",
  "method": "the ωB97M-V functional and the def2-TZVPD basis",
  "homo_energy_ev": [-11.351, -11.355],
  "total_charge": 1,
  "e_lumo_ha": [-0.144, -0.143],
  "homo_lumo_gap_ev": [7.4, 7.5],
  "species": ["C", "C", "C", "N", "N", "O", "H", "H", "H", "H", "H", "H", "H", "H", "H"],
  "coordinates": [[-0.64, -1.42, -1.01], [1.52, 0.07, 0.29], [-0.52, 1.19, 0.39], [-1.58, 1.55, 1.21], [0.69, -1.48, -0.89], [0.46, 0.50, 0.90], [-1.13, -1.61, -0.14], [-1.14, -0.84, -1.83], [2.00, -0.65, 0.77], [2.08, 0.85, -0.39], [-0.25, 1.81, -0.52], [-1.81, 1.03, 2.05], [-2.01, 2.50, 1.04], [0.91, -2.20, -0.27], [1.42, -1.30, -1.60]],
  "nbo_charge": [-0.239, -0.081, 0.378, -0.789, -0.598, -0.388, 0.195, 0.223, 0.178, 0.193, 0.205, 0.430, 0.437, 0.412, 0.445]
}

***

--- B ---
{
  "formula": "C3H9N2O",
  "method": "the ωB97M-V functional and the def2-TZVPD basis",
  "homo_energy_ev": -14.731,
  "total_charge": 1,
  "e_lumo_ha": -0.116,
  "homo_lumo_gap_ev": 11.6,
  "species": ["C", "N", "H", "H", "H", "O", "C", "C", "N", "H", "H", "H", "H", "H", "H"],
  "coordinates": [[-2.18, -1.47, -0.92], [-1.01, -1.82, -0.57], [-2.36, -0.41, -1.06], [-2.96, -2.20, -1.08], [-0.96, -2.83, -0.48], [2.54, 1.88, 0.84], [1.39, 1.94, 1.15], [0.37, 0.98, 0.59], [1.05, -0.01, -0.30], [0.99, 2.69, 1.85], [-0.13, 0.47, 1.40], [-0.37, 1.54, 0.03], [0.36, -0.78, -0.59], [1.49, 0.48, -1.07], [1.79, -0.46, 0.23]],
  "nbo_charge": [0.034, -0.682, 0.173, 0.194, 0.375, -0.481, 0.423, -0.341, -0.703, 0.155, 0.253, 0.247, 0.471, 0.442, 0.440]
}

***

--- C ---
{
  "formula": "C3H9N2O",
  "method": "the ωB97M-V functional and the def2-TZVPD basis",
  "homo_energy_ev": [-14.723, -15.108],
  "total_charge": 1,
  "e_lumo_ha": [-0.193, -0.215],
  "homo_lumo_gap_ev": [9.5, 9.3],
  "species": ["C", "C", "C", "N", "N", "O", "H", "H", "H", "H", "H", "H", "H", "H", "H"],
  "coordinates": [[-1.05, 1.02, 0.02], [-0.58, -1.37, -0.06], [0.95, 0.26, -1.07], [0.92, -0.01, 1.21], [0.03, -0.10, 0.08], [-1.43, 1.48, -0.93], [-1.65, 1.76, 1.86], [-0.84, -1.59, 0.93], [-1.51, -1.22, -0.78], [-0.03, -2.10, -0.56], [1.75, -0.37, -1.07], [0.39, 0.12, -2.09], [1.32, 1.34, -1.01], [1.30, 0.95, 1.39], [0.42, -0.18, 2.07]],
  "nbo_charge": [0.649, -0.416, -0.416, -0.612, -0.161, -0.423, 0.097, 0.235, 0.254, 0.260, 0.240, 0.256, 0.249, 0.401, 0.386]
}

***

Least stable = C

***

--- A ---
{
  "formula": "C3H7NOS",
  "method": "the ωB97M-V functional and the def2-TZVPD basis",
  "homo_energy_ev": -9.148,
  "smiles": "C=NOCCS",
  "total_charge": 0,
  "e_lumo_ha": 0.034,
  "homo_lumo_gap_ev": 10.1,
  "species": ["C", "N", "O", "C", "C", "S", "H", "H", "H", "H", "H", "H", "H"],
  "coordinates": [[-2.56, -0.98, -0.09], [-1.81, -0.12, 0.40], [-0.69, -0.08, -0.52], [0.20, 0.76, 0.20], [1.59, 0.54, -0.36], [2.63, -0.92, 0.03], [-3.58, -1.21, 0.44], [-2.43, -1.75, -0.92], [-0.12, 1.75, -0.02], [0.01, 0.58, 1.37], [1.34, 0.21, -1.42], [2.09, 1.58, -0.28], [3.33, -0.36, 1.16]],
  "nbo_charge": [-0.095, -0.135, -0.431, -0.089, -0.564, -0.037, 0.180, 0.193, 0.180, 0.198, 0.237, 0.231, 0.132]
}

***

--- B ---
{
  "formula": "C3H7NOS",
  "method": "the ωB97M-V functional and the def2-TZVPD basis",
  "homo_energy_ev": -9.286,
  "smiles": "OCC/C=N\\S",
  "total_charge": 0,
  "e_lumo_ha": 0.024,
  "homo_lumo_gap_ev": 10.0,
  "species": ["O", "C", "C", "C", "N", "S", "H", "H", "H", "H", "H", "H", "H"],
  "coordinates": [[0.71, -1.52, -0.38], [1.36, -0.33, -0.11], [0.41, 0.65, 0.60], [-0.74, 1.16, -0.35], [-1.87, 0.72, -0.72], [-2.81, -0.67, 0.12], [0.26, -1.60, -1.23], [2.24, -0.63, 0.59], [1.55, 0.02, -1.25], [0.16, 0.02, 1.45], [0.93, 1.44, 1.17], [-0.37, 2.09, -0.63], [-1.81, -1.36, 0.74]],
  "nbo_charge": [-0.747, -0.043, -0.526, 0.110, -0.484, 0.103, 0.485, 0.196, 0.160, 0.222, 0.226, 0.179, 0.118]
}

***

--- C ---
{
  "formula": "C3H7NOS",
  "method": "the ωB97M-V functional and the def2-TZVPD basis",
  "homo_energy_ev": -9.131,
  "smiles": "N[C@@H]1[C@@H](O)[C@@H]1S",
  "total_charge": 0,
  "e_lumo_ha": 0.027,
  "homo_lumo_gap_ev": 9.9,
  "species": ["N", "C", "C", "O", "C", "S", "H", "H", "H", "H", "H", "H", "H"],
  "coordinates": [[-0.36, -1.02, -1.53], [-0.25, -0.81, -0.11], [-0.86, 0.37, 0.52], [-1.53, 0.13, 1.76], [0.63, 0.25, 0.54], [1.56, 1.47, -0.46], [0.54, -1.37, -1.90], [-0.39, -0.10, -1.97], [-0.31, -1.74, 0.47], [-1.30, 1.17, -0.11], [-1.53, 0.95, 2.26], [1.15, -0.08, 1.44], [2.64, 0.78, -0.91]],
  "nbo_charge": [-0.798, -0.077, 0.068, -0.701, -0.396, -0.062, 0.354, 0.357, 0.221, 0.194, 0.472, 0.238, 0.129]
}

***

Least stable = A